No. 1
A gas-phase ion, C6H12N3S (charge +1). Source: the Open Molecules 2025 dataset; level of theory: wB97M-V/def2-TZVPD.

```
22
C6H12N3S (wB97M-V/def2-TZVPD)
C 1.00 -0.72 -1.10
C -0.87 0.70 0.18
C 1.47 -1.29 -2.39
C 3.36 -0.54 -0.26
C -1.65 1.95 1.89
C -3.28 0.45 0.68
N 1.60 -0.24 1.16
N 1.89 -0.59 0.03
N -1.92 0.97 0.86
S -0.69 -0.43 -1.01
H 0.67 -0.98 -3.07
H 2.54 -0.95 -2.63
H 1.49 -2.36 -2.38
H 3.70 -1.53 -0.66
H 3.45 0.16 -1.04
H 3.84 -0.31 0.63
H -0.66 2.15 2.03
H -2.26 2.79 1.55
H -2.11 1.49 2.94
H -3.93 1.30 0.50
H -3.29 -0.53 0.04
H -3.50 0.10 1.76
```

Output
- E_HOMO (alpha / beta) (eV) = -12.67 / -11.96
- relative energy (zero: lowest compared OMol25 entry of this formula, charge and spin) (kcal per mole) = 159.6
- E_LUMO (alpha / beta) (eV) = -5.416 / -5.768
- net charge = +1

For reference, the Mulliken charges in units of e are: number 1, C, carries 0.60; number 2, C, carries 0.11; number 3, C, carries -1.20; number 4, C, carries -0.94; number 5, C, carries -0.88; number 6, C, carries -0.71; number 7, N, carries -0.76; number 8, N, carries 0.73; number 9, N, carries 0.16; number 10, S, carries -0.19; number 11, H, carries 0.46; number 12, H, carries 0.34; number 13, H, carries 0.33; number 14, H, carries 0.34; number 15, H, carries 0.42; number 16, H, carries 0.32; number 17, H, carries 0.36; number 18, H, carries 0.35; number 19, H, carries 0.27; number 20, H, carries 0.30; number 21, H, carries 0.28; number 22, H, carries 0.31

No. 2
A molecular structure, C11H15F6IrN5O6S2Se. Source: the Open Molecules 2025 dataset; level of theory: wB97M-V/def2-TZVPD.

```
47
C11H15F6IrN5O6S2Se (wB97M-V/def2-TZVPD)
Ir -0.77 -0.05 0.73
C -5.15 0.97 1.10
C -3.80 0.33 1.14
N -2.69 0.95 0.80
O -2.86 2.23 0.44
C -3.65 -1.03 1.57
C -4.79 -1.86 2.00
N -2.37 -1.51 1.57
O -2.18 -2.66 1.94
H -5.08 2.02 0.82
H -5.62 0.90 2.08
H -5.78 0.45 0.39
H -1.96 2.61 0.40
H -5.32 -1.37 2.82
H -4.46 -2.84 2.32
H -5.51 -1.96 1.19
F 1.16 2.00 -3.77
C 1.72 1.59 -2.65
F 2.86 2.22 -2.45
F 1.95 0.28 -2.74
S 0.54 1.94 -1.29
O -0.60 1.06 -1.51
O 0.32 3.35 -1.34
N 1.36 1.41 -0.01
S 1.05 2.01 1.42
O -0.30 2.56 1.45
O 1.42 1.09 2.44
C 2.18 3.45 1.63
F 2.09 3.88 2.88
F 3.43 3.05 1.38
F 1.86 4.42 0.80
C 0.95 -2.88 -2.78
N 2.05 -2.38 -1.96
C 3.35 -2.21 -2.38
C 4.03 -1.68 -1.34
N 3.14 -1.52 -0.30
C 3.51 -1.04 1.02
C 1.93 -1.95 -0.69
Se 0.41 -2.21 0.40
H 1.37 -3.28 -3.70
H 0.27 -2.07 -3.01
H 0.43 -3.67 -2.25
H 3.66 -2.48 -3.37
H 5.06 -1.39 -1.25
H 4.15 -1.77 1.51
H 2.61 -0.89 1.61
H 4.03 -0.09 0.91
```

Output
- multiplicity = 5
- E_HOMO (alpha / beta) (eV) = -10.90 / -12.19
- relative energy (zero: lowest compared OMol25 entry of this formula, charge and spin) (kcal per mole) = 0.0
- E_LUMO (alpha / beta) (eV) = -4.081 / -5.893
- net charge = +1
- <S²> = 6.07

For reference, the Mulliken charges in units of e are: number 1, Ir, carries 1.09; number 2, C, carries -1.39; number 3, C, carries 0.22; number 4, N, carries 0.05; number 5, O, carries -0.37; number 6, C, carries 0.59; number 7, C, carries -1.29; number 8, N, carries 0.58; number 9, O, carries -0.54; number 10, H, carries 0.40; number 11, H, carries 0.35; number 12, H, carries 0.35; number 13, H, carries 0.47; number 14, H, carries 0.36; number 15, H, carries 0.38; number 16, H, carries 0.34; number 17, F, carries -0.19; number 18, C, carries 0.44; number 19, F, carries -0.22; number 20, F, carries -0.09; number 21, S, carries 1.06; number 22, O, carries -0.78; number 23, O, carries -0.53; number 24, N, carries -0.34; number 25, S, carries 0.82; number 26, O, carries -0.70; number 27, O, carries -0.54; number 28, C, carries 0.48; number 29, F, carries -0.19; number 30, F, carries -0.21; number 31, F, carries -0.19; number 32, C, carries -0.88; number 33, N, carries 0.25; number 34, C, carries -0.48; number 35, C, carries -0.47; number 36, N, carries 0.37; number 37, C, carries -0.91; number 38, C, carries -0.11; number 39, Se, carries -0.15; number 40, H, carries 0.33; number 41, H, carries 0.32; number 42, H, carries 0.34; number 43, H, carries 0.47; number 44, H, carries 0.50; number 45, H, carries 0.35; number 46, H, carries 0.26; number 47, H, carries 0.36

No. 3
A molecular structure, C5H10HoO2. Source: the Open Molecules 2025 dataset; level of theory: wB97M-V/def2-TZVPD.

```
18
C5H10HoO2 (wB97M-V/def2-TZVPD)
C 1.93 -1.51 -1.04
O 0.54 -1.60 -0.79
C -0.34 -0.64 -1.37
C -1.70 -1.00 -0.91
H 2.14 -2.15 -1.91
H 2.28 -0.49 -1.23
H 2.42 -1.87 -0.12
H -0.21 -0.66 -2.46
H -2.16 -1.84 -1.43
H -2.36 -0.13 -0.79
C -0.14 2.70 2.44
C -0.04 1.63 1.48
O -0.18 0.45 1.99
Ho -0.97 -1.64 1.26
H -0.20 3.72 2.08
H -0.65 2.47 3.38
H 0.06 0.62 -1.08
H -0.43 1.95 0.50
```

Output
- multiplicity = 6
- E_HOMO (alpha / beta) (eV) = -17.39 / -16.97
- relative energy (zero: lowest compared OMol25 entry of this formula, charge and spin) (kcal per mole) = 68.5
- E_LUMO (alpha / beta) (eV) = -9.067 / -10.292
- net charge = +2
- <S²> = 8.77

For reference, the Mulliken charges in units of e are: number 1, C, carries -0.69; number 2, O, carries -0.37; number 3, C, carries 0.29; number 4, C, carries -1.43; number 5, H, carries 0.27; number 6, H, carries 0.35; number 7, H, carries 0.27; number 8, H, carries 0.46; number 9, H, carries 0.36; number 10, H, carries 0.36; number 11, C, carries -0.65; number 12, C, carries 0.42; number 13, O, carries -0.55; number 14, Ho, carries 1.90; number 15, H, carries 0.35; number 16, H, carries 0.32; number 17, H, carries 0.06; number 18, H, carries 0.30

No. 4
2 unconnected molecules or ions with the total composition C2H2ClNO. Source: the Open Molecules 2025 dataset; level of theory: wB97M-V/def2-TZVPD.

```
7
C2H2ClNO (wB97M-V/def2-TZVPD)
C 1.12 0.08 1.12
C -0.87 0.09 -0.67
N 2.27 -0.13 1.11
O -0.10 0.16 1.22
Cl 0.37 -0.60 -1.57
H -1.62 -0.70 -0.20
H -1.16 1.09 -1.00
```

Output
- E_HOMO (eV) = -9.94
- relative energy (zero: lowest compared OMol25 entry of this formula, charge and spin) (kcal per mole) = 50.1
- E_LUMO (eV) = -1.550

For reference, the Mulliken charges in units of e are: number 1, C, carries 0.54; number 2, C, carries -0.09; number 3, N, carries -0.46; number 4, O, carries -0.54; number 5, Cl, carries -0.01; number 6, H, carries 0.25; number 7, H, carries 0.30

No. 5
2 unconnected molecules or ions with the total composition C2H6N3O2. Source: the Open Molecules 2025 dataset; level of theory: wB97M-V/def2-TZVPD.

```
13
C2H6N3O2 (wB97M-V/def2-TZVPD)
C -3.51 -0.16 0.30
C 1.93 -0.20 -0.42
N -2.35 -0.59 0.16
N -1.32 -1.20 -0.08
N 3.16 0.33 -0.25
O -3.92 0.75 -0.59
O 0.88 0.14 0.02
H -4.14 -0.43 1.08
H 1.88 -1.20 -1.07
H 3.48 0.93 0.55
H 4.07 -0.05 -0.74
H -4.45 1.47 -0.23
H -0.36 -0.79 0.15
```

Output
- E_HOMO (eV) = -14.36
- relative energy (zero: lowest compared OMol25 entry of this formula, charge and spin) (kcal per mole) = 53.8
- E_LUMO (eV) = -5.671
- net charge = +1

For reference, the Mulliken charges in units of e are: number 1, C, carries 0.09; number 2, C, carries 0.27; number 3, N, carries 0.51; number 4, N, carries -0.44; number 5, N, carries -0.38; number 6, O, carries -0.43; number 7, O, carries -0.61; number 8, H, carries 0.37; number 9, H, carries 0.20; number 10, H, carries 0.27; number 11, H, carries 0.29; number 12, H, carries 0.38; number 13, H, carries 0.49

No. 6
A molecular structure, C11H14BN7PdSe. Source: the Open Molecules 2025 dataset; level of theory: wB97M-V/def2-TZVPD.

```
35
C11H14BN7PdSe (wB97M-V/def2-TZVPD)
H -0.48 -2.91 -1.24
N -0.05 -0.84 -1.19
B 0.79 1.54 -1.65
N 0.51 0.06 -2.08
C 0.83 -0.60 -3.21
Pd -0.67 -0.26 0.77
H 1.27 -0.05 -4.03
C 0.45 -1.93 -3.07
H 0.53 -2.71 -3.80
C -0.08 -2.05 -1.77
H 1.33 2.17 -2.52
C -0.96 -1.09 2.61
H -1.89 -1.60 2.34
H -1.10 -0.19 3.22
H -0.16 -1.74 2.95
N 1.71 1.41 -0.39
N -0.56 2.14 -1.16
N 1.31 0.66 0.70
N -1.30 1.51 -0.17
C 3.00 1.78 -0.20
C -1.24 3.21 -1.61
H 3.51 2.36 -0.96
H -0.83 3.80 -2.41
C 3.43 1.28 1.03
C -2.44 3.28 -0.91
C 2.33 0.57 1.56
C -2.44 2.20 -0.01
H 4.39 1.43 1.48
H -3.22 4.01 -1.03
H 2.25 0.02 2.49
H -3.19 1.90 0.71
H -0.55 -3.68 3.80
Se -3.23 -6.34 3.23
C -2.02 -5.11 3.27
N -1.21 -4.22 3.26
```

Output
- multiplicity = 5
- E_HOMO (alpha / beta) (eV) = -13.17 / -13.08
- E_LUMO (alpha / beta) (eV) = -6.848 / -11.728
- net charge = +2
- <S²> = 6.02

For reference, the Mulliken charges in units of e are: number 1, H, carries 0.50; number 2, N, carries 0.03; number 3, B, carries 0.09; number 4, N, carries 0.20; number 5, C, carries -0.01; number 6, Pd, carries 0.33; number 7, H, carries 0.47; number 8, C, carries -0.98; number 9, H, carries 0.42; number 10, C, carries -0.37; number 11, H, carries 0.01; number 12, C, carries -0.81; number 13, H, carries 0.43; number 14, H, carries 0.33; number 15, H, carries 0.23; number 16, N, carries 0.05; number 17, N, carries 0.16; number 18, N, carries 0.34; number 19, N, carries 0.00; number 20, C, carries 0.11; number 21, C, carries 0.00; number 22, H, carries 0.50; number 23, H, carries 0.47; number 24, C, carries -0.90; number 25, C, carries -0.97; number 26, C, carries -0.17; number 27, C, carries -0.35; number 28, H, carries 0.45; number 29, H, carries 0.42; number 30, H, carries 0.47; number 31, H, carries 0.50; number 32, H, carries 0.30; number 33, Se, carries -0.01; number 34, C, carries 0.11; number 35, N, carries -0.35

No. 7
2 unconnected molecules or ions with the total composition C12H12NPS. Source: the Open Molecules 2025 dataset; level of theory: wB97M-V/def2-TZVPD.

```
27
C12H12NPS (wB97M-V/def2-TZVPD)
S 2.32 -2.87 -1.25
P 2.23 -1.38 -0.03
N 1.15 -0.73 0.85
C -0.20 -1.07 0.97
C -0.98 -1.51 -0.09
C -2.34 -1.77 0.02
C -2.99 -1.46 1.19
C -2.24 -0.95 2.20
C -0.94 -0.62 2.12
H 3.37 -0.73 0.50
H -0.29 -1.59 -1.07
H -2.99 -2.01 -0.85
H -4.06 -1.54 1.27
H -2.78 -0.68 3.10
H -0.41 -0.25 3.04
C 0.00 2.46 -0.51
C 1.37 2.55 -0.04
C 2.22 1.59 -0.44
C 1.77 0.67 -1.37
C 0.54 0.70 -1.97
C -0.38 1.62 -1.53
H -0.81 3.11 -0.16
H 1.81 3.18 0.73
H 3.37 1.51 -0.22
H 2.52 0.18 -1.98
H 0.17 -0.04 -2.66
H -1.44 1.65 -1.82
```

Output
- E_HOMO (eV) = -8.02
- relative energy (zero: lowest compared OMol25 entry of this formula, charge and spin) (kcal per mole) = 37.1
- E_LUMO (eV) = -0.509
- SMILES = S=[PH]=Nc1ccccc1.c1ccccc1

For reference, the Mulliken charges in units of e are: number 1, S, carries -0.29; number 2, P, carries 0.27; number 3, N, carries -0.32; number 4, C, carries 0.52; number 5, C, carries 0.35; number 6, C, carries -0.72; number 7, C, carries -0.33; number 8, C, carries -0.33; number 9, C, carries -0.65; number 10, H, carries 0.13; number 11, H, carries -0.01; number 12, H, carries 0.29; number 13, H, carries 0.40; number 14, H, carries 0.32; number 15, H, carries 0.30; number 16, C, carries -0.47; number 17, C, carries -0.59; number 18, C, carries 0.00; number 19, C, carries -0.39; number 20, C, carries -0.50; number 21, C, carries -0.18; number 22, H, carries 0.36; number 23, H, carries 0.34; number 24, H, carries 0.25; number 25, H, carries 0.53; number 26, H, carries 0.34; number 27, H, carries 0.37

No. 8
2 unconnected molecules or ions with the total composition C4H7ClO2. Source: the Open Molecules 2025 dataset; level of theory: wB97M-V/def2-TZVPD.

```
14
C4H7ClO2 (wB97M-V/def2-TZVPD)
C 2.29 1.34 0.16
C -0.71 -0.85 1.17
C -0.43 -0.46 -1.32
C -0.67 0.18 0.04
O 2.80 0.38 -0.20
O 0.05 1.26 0.31
Cl -2.40 0.89 -0.04
H 2.33 2.36 0.50
H 0.26 -1.34 1.24
H -1.48 -1.59 0.98
H -0.92 -0.35 2.11
H 0.54 -0.94 -1.33
H -1.20 -1.20 -1.53
H -0.45 0.31 -2.10
```

Output
- E_HOMO (alpha / beta) (eV) = -9.06 / -9.06
- relative energy (zero: lowest compared OMol25 entry of this formula, charge and spin) (kcal per mole) = 62.1
- E_LUMO (alpha / beta) (eV) = -0.907 / -0.907

For reference, the Mulliken charges in units of e are: number 1, C, carries 0.40; number 2, C, carries -1.24; number 3, C, carries -1.28; number 4, C, carries 0.93; number 5, O, carries -0.20; number 6, O, carries -0.72; number 7, Cl, carries -0.27; number 8, H, carries 0.37; number 9, H, carries 0.28; number 10, H, carries 0.37; number 11, H, carries 0.34; number 12, H, carries 0.28; number 13, H, carries 0.40; number 14, H, carries 0.33

No. 9
2 unconnected molecules or ions with the total composition C3H13N2O. Source: the Open Molecules 2025 dataset; level of theory: wB97M-V/def2-TZVPD.

```
19
C3H13N2O (wB97M-V/def2-TZVPD)
C 0.08 -1.01 0.01
C -1.37 -0.86 -0.41
C -1.58 0.45 -1.19
N -1.68 1.51 -0.18
N 0.59 0.10 0.95
H 0.82 -0.99 -0.79
H 0.11 -1.91 0.65
H -2.00 -0.90 0.50
H -1.45 -1.64 -1.17
H -0.69 0.49 -1.87
H -2.29 0.40 -2.02
H -2.60 1.46 0.24
H -1.63 2.44 -0.59
H 0.86 0.92 0.41
H -0.19 0.35 1.57
H 1.52 -0.14 1.30
H 4.39 0.26 1.06
H 3.62 -0.94 0.71
O 3.50 0.01 0.82
```

Output
- E_HOMO (eV) = -13.74
- relative energy (zero: lowest compared OMol25 entry of this formula, charge and spin) (kcal per mole) = 20.4
- E_LUMO (eV) = -2.972
- net charge = +1

For reference, the Mulliken charges in units of e are: number 1, C, carries -0.75; number 2, C, carries -0.41; number 3, C, carries -0.73; number 4, N, carries -0.52; number 5, N, carries -0.26; number 6, H, carries 0.45; number 7, H, carries 0.37; number 8, H, carries 0.34; number 9, H, carries 0.30; number 10, H, carries 0.34; number 11, H, carries 0.39; number 12, H, carries 0.23; number 13, H, carries 0.23; number 14, H, carries 0.33; number 15, H, carries 0.34; number 16, H, carries 0.35; number 17, H, carries 0.32; number 18, H, carries 0.33; number 19, O, carries -0.67

No. 10
2 unconnected molecules or ions with the total composition C2H2BrF2NO. Source: the Open Molecules 2025 dataset; level of theory: wB97M-V/def2-TZVPD.

```
9
C2H2BrF2NO (wB97M-V/def2-TZVPD)
C -0.61 -0.20 1.68
C 0.46 -0.19 -1.52
N -1.02 -1.24 2.12
O -0.21 0.87 1.51
F 0.96 -0.53 -2.72
F -0.81 0.08 -1.86
Br 1.33 1.83 -1.12
H 1.56 1.43 0.12
H -1.65 -2.04 1.80
```

Output
- E_HOMO (eV) = -9.14
- relative energy (zero: lowest compared OMol25 entry of this formula, charge and spin) (kcal per mole) = 87.9
- E_LUMO (eV) = 0.605

For reference, the Mulliken charges in units of e are: number 1, C, carries 0.57; number 2, C, carries 0.01; number 3, N, carries -0.44; number 4, O, carries -0.41; number 5, F, carries -0.13; number 6, F, carries -0.15; number 7, Br, carries -0.03; number 8, H, carries 0.27; number 9, H, carries 0.31

What did we get for F_max? Answer: 6.038 1.194 4.061 4.022 5.710 3.536 3.988 4.273 1.678 4.500 eV/A, in the order shown.